(a)
Formula: C3H5I
Source: the OMol25 dataset
Level of theory: the ωB97M-V functional and the def2-TZVPD basis

Properties
Spin multiplicity ... 1
Orbital gap ... 0.338 Eh

Last column: Mulliken charge in e.
Cartesian coordinates (Å):
1 H 1.0697 2.1723 0.3658  0.31
2 C 0.3009 0.0685 -0.0808  -0.07
3 I 2.5545 1.4046 -1.6616  0.08
4 C -1.2995 -0.8767 0.5285  -0.79
5 H -0.9380 -1.5276 1.3608  0.27
6 H 0.6807 -0.7025 -0.8727  0.09
7 C 1.1465 1.1642 -0.1535  -0.53
8 H -2.0111 -0.1995 0.7535  0.32
9 H -1.5038 -1.5032 -0.2398  0.32

(b)
Formula: C3H5I
Source: the OMol25 dataset
Level of theory: the ωB97M-V functional and the def2-TZVPD basis

Properties
Spin multiplicity ... 1
Orbital gap ... 0.339 Eh

Last column: Mulliken charge in e.
Cartesian coordinates (Å):
1 H -0.5507 1.1279 -0.0066  0.19
2 H 2.0618 -0.6807 -0.2079  0.30
3 H -1.4590 -1.8096 0.0135  0.38
4 C -0.3289 0.0627 -0.0102  -0.20
5 I -3.3994 0.0994 0.0031  0.07
6 C -1.4749 -0.7330 -0.0041  -0.54
7 C 1.6188 0.2804 -0.0049  -0.76
8 H 1.7509 1.0132 -0.7794  0.28
9 H 1.7813 0.6397 0.9966  0.29

So which one wins? Going from most stable to least: (b), (a).

(a)
Formula: C2H5N2O2
Source: the OMol25 dataset
Level of theory: the ωB97M-V functional and the def2-TZVPD basis

Properties
Charge ... -1
Spin multiplicity ... 1
Orbital gap ... 0.312 Eh

Last column: Mulliken charge in e.
Cartesian coordinates (Å):
1 O 0.5280 3.0635 0.9182  -0.56
2 C 0.0725 2.1039 1.5878  0.10
3 H 1.2524 -0.7232 -1.6546  0.34
4 H -0.9245 2.6029 2.1986  0.18
5 C 0.3725 -1.2698 -1.2950  0.01
6 H 0.0222 -0.0672 0.2222  0.35
7 N -0.5227 -0.2403 -0.6784  -0.52
8 N 0.4656 -2.5146 -1.3880  -0.59
9 H -0.3835 -2.9522 -1.1404  0.20
10 O 0.4045 0.8303 1.7002  -0.74
11 H -1.2871 -0.8334 -0.4706  0.23

(b)
Formula: C2H5N2O2
Source: the OMol25 dataset
Level of theory: the ωB97M-V functional and the def2-TZVPD basis

Properties
Charge ... -1
Spin multiplicity ... 1
Orbital gap ... 0.243 Eh

Last column: Mulliken charge in e.
Cartesian coordinates (Å):
1 N -1.1220 0.9460 -1.1321  -0.25
2 O -1.9726 2.0190 -0.8048  -0.80
3 C 0.4396 -0.3764 0.1978  0.46
4 H -0.3309 -0.5309 2.4958  0.23
5 N -0.3830 0.5918 0.1065  -0.05
6 H 1.7847 -0.3852 -1.3538  0.25
7 H 2.0576 -1.8028 -0.2649  0.28
8 H -0.6522 1.3916 0.7174  0.28
9 H -1.6649 0.0504 -1.4725  0.17
10 C 1.3606 -0.9685 -0.5524  -0.78
11 O 0.4831 -0.9350 2.0631  -0.80

So which one wins? Going from most stable to least: (a), (b).

(a)
Formula: C5H28N2O9
Source: the OMol25 dataset
Level of theory: the ωB97M-V functional and the def2-TZVPD basis

Properties
SMILES ... CC(C)[C@H](N)C(N)=O.O.O.O.O.O.O.O.O
Spin multiplicity ... 1
Orbital gap ... 0.363 Eh

Last column: Mulliken charge in e.
Cartesian coordinates (Å):
1 H 1.8203 -2.4632 0.9412  0.44
2 O -2.1822 0.9996 1.4590  -0.66
3 H 0.5032 1.9868 -3.2751  0.27
4 H 0.6489 2.9652 0.0485  0.27
5 C -0.6066 -2.4521 -1.3928  0.08
6 H 1.3549 -0.9811 -2.4360  0.29
7 H -1.7920 -2.4800 0.7882  0.20
8 H -2.1420 1.5215 0.6562  0.26
9 O 1.7125 0.7160 3.0427  -0.58
10 H 1.8022 2.3054 1.0279  0.27
11 O -1.0442 3.0112 2.9218  -0.61
12 H -1.4451 0.5050 1.4103  0.35
13 H 3.3151 1.1279 -1.3464  0.34
14 H -1.1765 -3.4366 -1.0630  0.26
15 H -0.7960 -1.6849 -3.3253  0.24
16 H -1.3646 1.3359 4.4359  0.28
17 H -2.6232 -0.9442 0.7649  0.29
18 C 0.8697 -2.6047 -0.9425  0.57
19 C -1.0424 -1.1854 -0.6503  0.16
20 O -2.0890 0.8577 4.1734  -0.61
21 H -1.6929 2.4406 -2.7986  0.26
22 H -1.1295 3.8637 2.5734  0.26
23 H 0.7652 -3.7575 0.8430  0.54
24 N -1.8632 -1.5484 0.4276  -0.35
25 H -0.6629 -3.3198 -3.3779  0.27
26 H 1.3925 -3.4360 -1.4163  0.57
27 H -0.5743 2.4243 2.2415  0.29
28 C 1.5908 -1.3411 -1.3632  -1.36
29 O -1.9148 2.4752 -1.8504  -0.59
30 O 1.3733 1.7571 -3.3818  -0.60
31 H -2.0677 1.5648 -1.7812  0.37
32 H 1.0320 1.2457 3.3314  0.27
33 H 2.4596 1.1886 3.4284  0.31
34 O 0.9003 2.7111 0.9495  -0.58
35 C 0.9451 -2.8310 0.5334  -1.73
36 H 1.3752 -0.5664 -0.6263  -0.16
37 H 2.5877 -1.6534 -1.5476  0.59
38 H -2.2863 1.0985 3.3062  0.36
39 O -1.1552 -0.0134 -0.9320  -0.54
40 H 1.6816 1.3753 -2.6301  0.38
41 H 2.0318 0.6862 -0.5513  0.59
42 H 0.0859 -2.3912 1.1826  0.15
43 O 2.4072 1.4659 -1.0148  -0.76
44 N -1.0047 -2.5389 -2.7844  -0.65

(b)
Formula: C5H28N2O9
Source: the OMol25 dataset
Level of theory: the ωB97M-V functional and the def2-TZVPD basis

Properties
SMILES ... C[C@@H](N)CCC(N)=O.O.O.O.O.O.O.O.O
Spin multiplicity ... 1
Orbital gap ... 0.333 Eh

Last column: Mulliken charge in e.
Cartesian coordinates (Å):
1 H 2.9776 -3.0170 1.7822  0.27
2 H 3.8593 -3.0444 0.5166  0.26
3 H -0.9361 2.9554 1.7379  0.48
4 O -2.8227 2.8059 2.8447  -0.66
5 H -1.0359 -0.1320 -1.4604  0.10
6 C 0.4714 -0.4608 -2.8793  -1.49
7 H 0.9701 -1.2078 -3.5637  0.32
8 H 1.6879 -1.4393 -0.8454  0.51
9 H -1.8661 -2.1276 -2.3365  0.16
10 H -0.1498 0.1187 -3.5167  0.39
11 H 0.5334 1.2876 -0.2149  -0.29
12 H 1.2497 4.3068 0.6546  0.32
13 H -1.0521 -4.1606 -0.4235  0.39
14 H 0.6226 0.0296 3.6078  0.28
15 H 1.3228 0.2835 -2.6720  0.30
16 O 1.8121 3.5361 0.5071  -0.67
17 O 3.0503 -2.6949 0.8810  -0.53
18 H -0.0114 2.3767 -2.0938  0.22
19 H -1.8214 -2.5213 0.1531  0.32
20 O -1.9199 2.3332 0.2497  -0.60
21 H 1.9986 0.4252 0.2928  0.45
22 O -0.2151 3.0689 2.4007  -0.70
23 O 0.8292 2.6777 -2.4829  -0.58
24 H 1.9943 -0.0026 2.6502  0.26
25 H 0.5447 3.2425 1.8416  0.28
26 H -2.5403 1.8537 2.8085  0.38
27 C -0.2545 -0.9526 -1.6795  0.52
28 O -0.6697 -4.8297 -1.0847  -0.70
29 C 0.9157 0.3666 0.2387  0.64
30 H -1.7887 1.6380 0.9088  0.22
31 H -2.1408 3.3580 3.2195  0.35
32 H 0.4183 2.8608 -3.3643  0.32
33 C 0.7440 -1.0629 -0.4816  -1.15
34 H -2.7700 2.7624 0.2039  0.24
35 H -3.2325 -3.2438 -0.0611  0.31
36 O -2.3892 -3.2910 0.3996  -0.74
37 H 0.4683 -1.7812 0.2474  0.48
38 H 0.1993 -4.8277 -0.6503  0.33
39 H -0.4036 -3.0122 -1.9895  0.25
40 N -0.9901 -2.1872 -1.8692  -0.31
41 H 2.1315 3.5044 -0.3946  0.28
42 O -0.9799 0.2310 1.6718  -0.76
43 C 0.2345 0.1682 1.5679  -0.01
44 N 0.9543 -0.1943 2.6777  -0.46

So which one wins? Going from most stable to least: (b), (a).

(a)
Formula: C33H52AsF6InN5O5SSbSi3
Source: the OMol25 dataset
Level of theory: the ωB97M-V functional and the def2-TZVPD basis

Properties
Charge ... -1
<S²> ... 0.7834
Spin multiplicity ... 2
Orbital gap (alpha / beta) ... 0.277 / 0.220 Eh

Last column: Löwdin spin population.
Cartesian coordinates (Å):
1 H 2.3330 3.4537 -5.1460  0.00
2 C -0.6194 2.9745 1.7041  0.00
3 C -2.3622 -3.3812 2.2563  0.01
4 N 3.8448 -0.3898 -1.0057  0.05
5 H 3.8988 0.1903 -1.8260  0.00
6 C -4.9875 -1.5208 0.5413  0.00
7 H -0.3962 1.7256 -1.5249  0.00
8 H -0.2730 -3.6698 -1.6555  0.00
9 C -2.7545 2.0148 -3.6160  0.00
10 H -0.8898 -1.1988 -5.1652  0.00
11 O -3.6115 0.1851 2.9428  0.00
12 H -0.1878 -3.1977 -3.3513  0.00
13 H 1.5214 -0.1176 5.3996  0.00
14 C 2.6148 3.4078 -4.1024  0.00
15 H 0.3030 -0.9871 7.4051  0.00
16 C -2.3745 -3.8686 3.5248  0.04
17 H 0.8699 -3.4289 4.4074  0.00
18 C 0.0215 -2.8700 2.5032  0.07
19 H -5.5596 1.6735 -0.0825  0.00
20 H -3.2642 -3.3292 1.6632  0.00
21 H 3.4345 3.1026 -0.4034  0.00
22 F 4.7374 0.6740 1.4247  0.00
23 H -1.7117 3.0465 1.7040  0.00
24 H 4.4310 -0.1636 -0.2074  0.00
25 H -6.0298 0.1858 -2.9239  0.00
26 C -2.2961 -0.7115 5.2377  0.00
27 C -0.9385 -0.1679 -4.8054  0.00
28 C 2.6686 -0.9513 -0.7479  0.05
29 H 0.2962 0.2839 3.3115  0.00
30 F 4.9425 1.7479 3.8493  0.00
31 H -1.2420 -4.3035 5.3317  0.00
32 C 3.8669 4.1737 -2.2230  0.00
33 C -1.1975 -3.9121 4.3244  0.04
34 Si -4.6544 -0.4396 -0.9396  0.00
35 F 3.6910 3.0824 1.8512  0.00
36 H -2.0759 2.3563 -2.8345  0.00
37 C -4.5581 1.3332 -0.3629  0.00
38 H 4.0254 5.0289 -4.1893  0.00
39 Sb 3.5028 1.3965 2.6889  0.00
40 C 1.2459 -2.3887 2.0495  0.04
41 N 2.5905 -1.5377 0.4863  0.33
42 C -0.2108 -0.7740 6.4798  0.00
43 H -3.2964 -4.6234 -4.4525  0.00
44 C 2.0389 2.4641 -3.2638  0.00
45 C 3.2282 3.2017 -1.4638  0.00
46 Si -2.5848 0.1813 -3.9745  0.00
47 N 1.3690 -1.6975 0.9188  0.12
48 H 2.1582 -2.5726 2.6120  0.00
49 H -3.3827 -5.3941 -1.7485  0.00
50 H -7.0122 -0.5442 -1.6537  0.00
51 H -2.5501 2.5879 -4.5253  0.00
52 O -1.1638 -2.4517 0.4639  0.08
53 C -0.0373 -3.4320 3.8142  0.01
54 O -1.6393 -1.7640 8.5563  0.00
55 H -0.7033 -4.8371 -2.9270  0.00
56 F 2.0715 1.0020 1.4831  0.00
57 O -3.5032 -1.6012 7.5020  0.00
58 H 0.0451 5.0288 0.0163  0.00
59 C -6.0576 -0.6153 -2.1830  0.00
60 H -6.0210 -1.3573 0.8622  0.00
61 In -0.2859 -0.3607 0.0575  0.01
62 Si -2.5429 -3.2545 -2.5502  0.00
63 C -3.2967 -3.5481 -4.2504  0.00
64 H -0.8123 0.4925 -5.6686  0.00
65 O -1.7619 -0.1217 1.7418  0.00
66 H -4.3268 -3.1925 -4.3142  0.00
67 C -1.1645 -2.8618 1.6663  0.07
68 H -0.2147 3.8549 2.2083  0.00
69 H 0.0319 4.1174 -1.5016  0.00
70 H -0.0959 -0.0144 -4.1293  0.00
71 H -3.0130 -4.3445 -0.3696  0.00
72 H -4.5193 -4.1305 -1.2821  0.00
73 C -0.7548 -3.7857 -2.6268  0.00
74 C -0.3824 4.1596 -0.4907  0.00
75 N 2.3312 2.3569 -1.9709  0.00
76 H -4.9268 0.0029 -4.8457  0.00
77 H -1.7785 1.7200 -0.4114  0.00
78 H -3.7574 0.3999 -6.1055  0.00
79 C -0.0856 2.8712 0.2801  0.00
80 C -1.6128 -0.2639 4.1136  0.00
81 H 4.5884 4.8326 -1.7589  0.00
82 H 0.9962 2.7503 0.3286  0.00
83 C -3.4597 -4.3726 -1.3633  0.00
84 H -2.7175 -3.0636 -5.0386  0.00
85 H -3.3075 -4.2234 3.9470  0.00
86 C -0.2408 -0.0654 4.1844  0.00
87 C 0.4562 -0.3000 5.3650  0.00
88 F 2.2702 2.1125 3.9204  0.00
89 H 1.3074 1.7575 -3.6439  0.00
90 H -4.8583 -2.5840 0.3469  0.00
91 N -2.2920 -1.5129 7.5583  0.00
92 H -3.3653 -0.8541 5.1916  0.00
93 H -0.3461 2.1018 2.2949  0.00
94 C -2.4047 -0.0345 2.8385  0.00
95 H -1.4632 4.3157 -0.5737  0.00
96 C -3.9306 -0.2255 -5.2235  0.00
97 H -6.0324 -1.5701 -2.7124  0.00
98 As -2.5680 -0.9768 -1.9230  0.00
99 S 1.4285 -1.0194 -1.9046  0.06
100 H -4.1685 2.0112 -1.1239  0.00
101 H -3.7736 2.2497 -3.2997  0.00
102 H -3.9189 -1.2652 -5.5447  0.00
103 C -1.5800 -0.9767 6.3877  0.00
104 C -0.6873 1.6883 -0.4710  0.01
105 C 3.5515 4.2792 -3.5678  0.00
106 F 3.2589 -0.3274 3.4372  0.00
107 H -4.3354 -1.2088 1.3602  0.00
108 H -3.9244 1.3829 0.5259  0.00

(b)
Formula: C33H52AsF6InN5O5SSbSi3
Source: the OMol25 dataset
Level of theory: the ωB97M-V functional and the def2-TZVPD basis

Properties
Charge ... -1
<S²> ... 0.8160
Spin multiplicity ... 2
Orbital gap (alpha / beta) ... 0.259 / 0.209 Eh

Last column: Löwdin spin population.
Cartesian coordinates (Å):
1 C 0.6495 -0.7076 4.3985  0.00
2 C -5.9938 0.8765 0.6515  0.02
3 C 5.5375 0.0593 5.0646  0.00
4 H 6.0921 0.9360 5.4166  0.00
5 H 6.4196 0.6927 1.9227  0.00
6 F -2.0144 1.5651 1.4219  0.01
7 H 6.2571 -0.7276 4.8360  0.00
8 H 5.2499 -5.0053 1.3349  0.00
9 N 1.8033 -0.0718 -3.7891  0.00
10 H 1.9686 -4.3469 3.4281  0.00
11 H 2.8649 1.6012 5.1036  0.00
12 N -1.4667 -1.3507 0.6909  0.17
13 H 3.4553 1.6194 -0.2873  0.00
14 H 5.2052 1.9368 1.6111  0.00
15 C 0.2936 -2.4816 -0.0497  0.05
16 H 3.4897 2.3495 -1.9038  0.00
17 C 3.0539 -0.2426 -6.2687  0.00
18 N -2.1115 3.8506 -7.3392  0.00
19 C 2.9086 -2.1611 5.8298  0.00
20 H 3.9140 -4.2867 0.4251  0.00
21 C 4.3981 -4.3222 1.4034  0.00
22 H -3.3543 5.8901 -6.1914  0.00
23 H 0.9721 1.6873 -4.4365  0.00
24 Sb -2.3155 2.9948 2.6660  0.00
25 O -2.1103 2.2736 -1.4836  0.00
26 H 6.9855 -3.7661 2.8469  0.00
27 Si 4.5238 0.5681 3.5675  0.00
28 H 3.0156 -1.2035 6.3445  0.00
29 C 5.8226 -1.9142 0.3389  0.00
30 C -2.3896 4.0099 -5.8941  0.00
31 H 5.9436 -3.1575 4.1456  0.00
32 N -0.4936 -2.1972 0.9966  0.13
33 C 5.7325 1.3954 2.3988  0.00
34 F -4.0455 3.2423 1.9546  0.00
35 H 7.0206 -2.0513 3.2846  0.00
36 C 2.2361 0.8336 -5.9630  0.00
37 C -2.8994 4.3193 -3.2156  0.00
38 C 1.5454 2.4002 -0.9048  0.00
39 C -1.9843 3.0179 -5.0230  0.00
40 F -3.0163 1.6930 3.8536  0.00
41 H 1.3189 0.7737 0.5348  0.00
42 C 2.8900 1.7450 -1.2153  0.00
43 H 1.7361 -3.8285 -0.4927  0.00
44 C 2.5934 -1.0985 -4.0935  0.00
45 O -1.5753 2.8250 -7.7047  0.00
46 H -6.8872 1.4632 0.4791  0.00
47 C -3.6479 -0.5800 1.2087  0.15
48 C -1.8293 2.1196 -2.6926  0.00
49 H 3.8651 -2.0913 -5.5127  0.00
50 S 0.0936 -1.9756 -1.6829  0.04
51 H 2.7443 0.7615 -1.6555  0.00
52 In -0.9000 0.3416 -0.9580  0.01
53 H 2.3106 -2.8195 6.4677  0.00
54 C 6.3692 -2.9202 3.1659  0.00
55 C -5.1182 0.6797 -0.3577  0.06
56 H 0.8210 -4.0045 4.7272  0.00
57 H -3.8048 6.1885 -3.7577  0.00
58 C 3.2956 1.8596 4.1316  0.00
59 H -4.4157 -0.7392 3.2077  0.00
60 H -2.3974 -1.8064 2.4840  0.00
61 C -3.2992 5.3005 -4.1134  0.00
62 C 3.2373 -1.2318 -5.3155  0.00
63 C -2.4643 -1.2813 1.5330  -0.05
64 N 1.2980 -3.3394 0.2687  0.04
65 H 3.6879 -4.7398 2.1226  0.00
66 H -1.4724 2.1347 -5.3782  0.00
67 C -5.7519 0.3392 1.9555  0.13
68 H -5.2731 1.0922 -1.3456  0.00
69 H 0.9923 0.2028 4.8955  0.00
70 F -1.6028 4.2237 1.4306  0.00
71 H 0.2350 -0.4090 3.4312  0.00
72 H 3.8022 2.8246 4.2356  0.00
73 H 0.4394 -3.4858 3.0827  0.00
74 Si 5.0307 -2.6171 1.8846  0.00
75 C -3.8967 -0.0593 -0.1465  0.09
76 H 6.1772 -0.8918 0.4827  0.00
77 H 4.9086 -0.2919 5.8818  0.00
78 H -0.1601 -1.1375 4.9975  0.00
79 H -3.0762 4.4155 -2.1509  0.00
80 H 2.3923 4.4070 -0.7978  0.00
81 C -4.6195 -0.3726 2.2100  -0.02
82 H 1.0261 2.6077 -1.8489  0.00
83 C 0.6940 1.4766 -0.0170  0.01
84 H 6.3281 2.1176 2.9669  0.00
85 H 6.6670 -2.5290 0.0110  0.00
86 O -2.4325 4.7586 -8.0829  0.00
87 C 1.6319 0.8716 -4.7138  0.00
88 C 1.7595 3.7412 -0.2010  0.00
89 H 2.7109 -1.8471 -3.3155  0.00
90 C -2.2483 3.1782 -3.6719  0.00
91 H 2.0604 1.6260 -6.6797  0.00
92 C -3.0484 5.1492 -5.4676  0.00
93 Si 2.0336 -1.9419 4.1793  0.00
94 H 1.1752 -3.8498 1.1283  0.00
95 H 3.5398 -0.3083 -7.2348  0.00
96 H -6.4590 0.5329 2.7507  0.01
97 O -3.1230 -0.2748 -1.1087  0.16
98 H 0.8059 4.2394 -0.0110  0.00
99 H 5.0804 -1.8827 -0.4644  0.00
100 H 0.1093 2.0576 0.6942  0.00
101 O -1.1856 1.1123 -3.1197  0.00
102 F -0.5936 2.6869 3.3781  0.00
103 F -2.6121 4.3650 3.9264  0.00
104 H 2.4701 1.9891 3.4263  0.00
105 C 1.2527 -3.6078 3.8034  0.00
106 H 2.2448 3.5816 0.7673  0.00
107 As 3.3168 -1.0959 2.3916  0.00
108 H 3.9043 -2.6011 5.7245  0.00

So which one wins? Going from most stable to least: (a), (b).